#a
DFT (ωB97M-V/def2-TZVPD) results for 2 unconnected molecules or ions with the total composition C5H13N.

Geometry as ORCA input:
```
! RIJCOSX wB97M-V def2-TZVPD def2/J DEFGRID3
* xyz 0 1
C -1.597 -0.495 -0.328
C -2.308 -0.249 0.998
C -3.362 -1.327 1.250
H -2.222 -0.235 -1.182
H -0.625 -0.004 -0.406
H -1.362 -1.559 -0.438
H -1.642 -0.264 1.861
H -2.757 0.744 0.942
H -3.923 -1.066 2.156
H -2.894 -2.282 1.475
H -4.140 -1.409 0.491
C 2.529 -0.241 -1.220
C 2.800 1.911 -0.418
N 2.621 0.696 -0.130
H 2.758 -1.293 -1.056
H 1.478 -0.203 -1.537
H 3.140 -0.027 -2.107
H 3.127 2.600 0.352
H 2.782 2.200 -1.472
*
```

Properties
LUMO   1.1 eV
Structure (SMILES)   C=NC.CCC
Orbital gap   10.76 eV

***

#b
DFT (ωB97M-V/def2-TZVPD) results for 2 unconnected molecules or ions with the total composition C5H13N.

Geometry as ORCA input:
```
! RIJCOSX wB97M-V def2-TZVPD def2/J DEFGRID3
* xyz 0 1
C -0.511 -1.819 0.346
C -0.584 -1.573 1.756
C -1.442 -0.335 2.090
H 0.040 -1.115 -0.353
H -0.215 -2.823 0.294
H -1.587 -1.839 -0.023
H -1.089 -2.444 2.245
H 0.353 -1.493 2.303
H -1.398 -0.032 3.040
H -2.488 -0.428 1.789
H -1.069 0.445 1.424
C 1.751 1.533 -2.954
C 1.449 2.173 -1.746
N 0.921 1.461 -0.622
H 2.410 0.688 -3.048
H 1.483 2.099 -3.800
H 1.224 3.267 -1.639
H 0.702 0.447 -0.548
H 0.049 1.787 -0.555
*
```

Properties
LUMO   1.0 eV
Structure (SMILES)   C=CN.CCC
Orbital gap   9.03 eV

***

#c
DFT (ωB97M-V/def2-TZVPD) results for 2 unconnected molecules or ions with the total composition C5H13N.

Geometry as ORCA input:
```
! RIJCOSX wB97M-V def2-TZVPD def2/J DEFGRID3
* xyz 0 1
C -1.691 1.171 2.798
C -0.832 0.331 1.858
C -0.549 1.013 0.514
H -2.171 0.482 3.501
H -2.532 1.672 2.326
H -1.102 1.940 3.281
H -1.275 -0.655 1.758
H 0.165 0.366 2.311
H -0.310 0.252 -0.214
H -1.424 1.428 -0.037
H -0.021 1.957 0.638
C 2.667 -1.265 -2.112
C 1.516 -1.350 -2.788
N 0.261 -1.205 -2.223
H 2.638 -0.798 -1.133
H 3.621 -1.445 -2.575
H 1.484 -1.823 -3.763
H 0.130 -0.651 -1.407
H -0.574 -1.420 -2.734
*
```

Properties
LUMO   1.1 eV
Structure (SMILES)   C=CN.CCC
Orbital gap   9.08 eV

***

#d
DFT (ωB97M-V/def2-TZVPD) results for 2 unconnected molecules or ions with the total composition C5H13N.

Geometry as ORCA input:
```
! RIJCOSX wB97M-V def2-TZVPD def2/J DEFGRID3
* xyz 0 1
C -2.729 0.413 0.492
N -1.419 0.843 -0.045
C 0.748 -0.541 0.831
C 1.784 0.152 0.229
C 0.808 -1.665 -0.284
C 1.656 0.898 -1.076
H -2.993 -0.632 0.319
H -3.599 0.936 0.086
H -2.670 0.583 1.575
H -1.346 1.778 0.352
H 0.866 -0.734 1.893
H -0.660 0.279 0.476
H 2.654 0.387 0.851
H 1.711 -2.249 -0.482
H 0.290 -1.260 -1.148
H 0.190 -2.546 -0.010
H 1.954 0.297 -1.931
H 2.152 1.867 -1.020
H 0.605 1.195 -1.108
*
```

Properties
LUMO   0.6 eV
Structure (SMILES)   C/C=C\C.CN
Orbital gap   8.54 eV

***

Short version: #d is the least stable of them.

***

#a
DFT (ωB97M-V/def2-TZVPD) results for 2 unconnected molecules or ions with the total composition C5H13N.

Geometry as ORCA input:
```
! RIJCOSX wB97M-V def2-TZVPD def2/J DEFGRID3
* xyz 0 1
C -1.615 -0.691 0.728
C -1.696 -0.492 -0.803
C -2.410 0.780 -1.221
H -0.623 -0.978 1.074
H -1.991 0.148 1.309
H -2.259 -1.538 0.964
H -0.658 -0.442 -1.159
H -2.041 -1.395 -1.268
H -2.192 1.016 -2.262
H -2.153 1.630 -0.594
H -3.490 0.639 -1.220
C 3.163 -0.592 0.968
C 1.845 1.076 0.061
N 1.902 0.136 0.901
H 3.472 -1.109 0.065
H 3.927 0.098 1.344
H 3.081 -1.405 1.695
H 0.989 1.730 -0.092
H 2.748 1.389 -0.491
*
```

Properties
LUMO   1.1 eV
Structure (SMILES)   C=NC.CCC
Orbital gap   10.83 eV

***

#b
DFT (ωB97M-V/def2-TZVPD) results for C5H13N in the gas phase.

Geometry as ORCA input:
```
! RIJCOSX wB97M-V def2-TZVPD def2/J DEFGRID3
* xyz 0 1
C 0.224 1.524 -1.818
C 0.220 0.656 -0.502
C -0.975 -0.258 -0.171
C -0.941 -1.076 1.169
C 0.315 -1.987 0.985
N 0.653 1.524 0.701
H 0.320 0.833 -2.568
H 1.176 2.122 -1.813
H -0.648 2.276 -1.917
H 1.072 -0.132 -0.619
H -1.081 -0.987 -0.986
H -1.844 0.495 -0.157
H -1.815 -1.693 1.399
H -0.583 -0.329 2.005
H 1.235 -1.454 1.066
H 0.157 -2.557 0.030
H 0.321 -2.651 1.781
H 1.579 1.245 1.050
H 0.615 2.448 0.364
*
```

Properties
LUMO   1.1 eV
Structure (SMILES)   CCC[C@@H](C)N
Orbital gap   10.20 eV

***

Short version: #a is the least stable of them.

***

#a
DFT (ωB97M-V/def2-TZVPD) results for C5H13N in the gas phase.

Geometry as ORCA input:
```
! RIJCOSX wB97M-V def2-TZVPD def2/J DEFGRID3
* xyz 0 1
C -1.384 0.146 0.477
C -2.732 0.225 -0.252
C -0.213 -0.034 -0.465
N 1.061 -0.141 0.223
C 1.791 -1.379 0.068
C 1.841 1.079 0.268
H -1.376 -0.566 1.301
H -1.306 1.130 0.943
H -2.752 1.127 -0.862
H -2.918 -0.620 -0.925
H -3.579 0.298 0.437
H -0.168 0.738 -1.242
H -0.358 -0.956 -1.028
H 1.189 -2.215 0.448
H 2.632 -1.353 0.769
H 2.042 -1.645 -0.970
H 1.455 1.754 1.025
H 2.880 0.852 0.511
H 1.893 1.560 -0.724
*
```

Properties
LUMO   1.1 eV
Structure (SMILES)   CCCN(C)C
Orbital gap   9.12 eV

***

#b
DFT (ωB97M-V/def2-TZVPD) results for C5H13N in the gas phase.

Geometry as ORCA input:
```
! RIJCOSX wB97M-V def2-TZVPD def2/J DEFGRID3
* xyz 0 1
C -1.399 -0.603 -1.211
C -0.139 0.305 -0.960
C 0.386 0.404 0.472
C 1.454 1.509 0.588
C 0.992 -0.949 0.887
N -2.248 -1.044 -0.126
H -2.001 -0.046 -1.905
H -1.034 -1.474 -1.763
H -0.386 1.304 -1.315
H 0.655 -0.030 -1.627
H -0.420 0.672 1.154
H 2.448 1.102 0.785
H 1.528 2.063 -0.348
H 1.231 2.204 1.395
H 1.416 -0.883 1.900
H 0.239 -1.733 0.947
H 1.820 -1.218 0.232
H -1.714 -1.308 0.694
H -2.829 -0.277 0.202
*
```

Properties
LUMO   1.1 eV
Structure (SMILES)   CC(C)CCN
Orbital gap   10.37 eV

***

#c
DFT (ωB97M-V/def2-TZVPD) results for C5H13N in the gas phase.

Geometry as ORCA input:
```
! RIJCOSX wB97M-V def2-TZVPD def2/J DEFGRID3
* xyz 0 1
C 1.059 -0.142 -0.877
C 0.049 0.448 0.032
C 0.236 0.036 1.488
C -1.023 -0.442 -0.752
C -2.414 -0.071 -0.097
N 2.647 0.411 -0.169
H 1.285 -1.201 -0.864
H 1.271 0.353 -1.812
H -0.075 1.539 -0.127
H 0.548 -1.007 1.340
H 1.015 0.667 1.893
H -0.671 0.079 2.109
H -0.912 -1.503 -0.541
H -1.185 -0.325 -1.821
H -2.425 -0.160 0.984
H -2.809 0.859 -0.513
H -3.121 -0.856 -0.418
H 3.051 1.344 -0.084
H 3.472 -0.029 0.229
*
```

Properties
LUMO   1.1 eV
Structure (SMILES)   CC[C@@H](C)CN
Orbital gap   8.87 eV

***

Short version: #c is the least stable of them.

***

#a
DFT (ωB97M-V/def2-TZVPD) results for 5 unconnected molecules or ions with the total composition C9H28O5.

Geometry as ORCA input:
```
! RIJCOSX wB97M-V def2-TZVPD def2/J DEFGRID3
* xyz 0 1
O -22.350 9.060 16.664
H -22.007 9.333 17.515
H -23.295 8.990 16.797
O -21.125 11.075 20.407
H -20.618 10.689 21.121
H -21.399 11.929 20.742
C -16.692 7.575 23.687
C -16.788 9.054 23.957
C -15.910 9.906 23.087
O -18.112 9.424 23.816
H -15.661 7.244 23.808
H -17.107 7.256 22.731
H -17.290 7.098 24.463
H -16.538 9.203 25.007
H -16.232 9.954 22.047
H -14.849 9.681 23.198
H -15.978 10.923 23.473
H -18.561 8.919 24.498
C -26.591 15.003 20.120
C -27.675 15.453 19.165
C -27.193 16.543 18.150
O -28.210 14.324 18.538
H -26.196 15.810 20.737
H -25.732 14.606 19.579
H -26.961 14.202 20.759
H -28.458 15.935 19.749
H -26.391 17.202 18.483
H -28.018 17.246 18.028
H -26.958 16.176 17.151
H -28.995 14.574 18.045
C -21.179 17.396 25.962
C -19.817 17.395 25.197
C -19.949 16.517 23.886
O -19.546 18.745 24.930
H -21.307 18.277 26.590
H -21.199 16.527 26.619
H -22.004 17.349 25.252
H -19.090 17.042 25.928
H -19.900 15.472 24.193
H -19.131 16.634 23.175
H -20.946 16.710 23.490
H -20.317 19.153 24.529
*
```

Properties
LUMO   0.4 eV
Structure (SMILES)   CC(C)O.CC(C)O.CC(C)O.O.O
Orbital gap   10.48 eV

***

#b
DFT (ωB97M-V/def2-TZVPD) results for 5 unconnected molecules or ions with the total composition C9H28O5.

Geometry as ORCA input:
```
! RIJCOSX wB97M-V def2-TZVPD def2/J DEFGRID3
* xyz 0 1
O 4.344 13.342 -10.303
H 4.408 13.315 -11.257
H 3.599 13.918 -10.129
O 4.432 10.080 -7.017
H 3.475 10.099 -7.008
H 4.674 10.504 -7.841
C 6.972 12.717 -15.934
C 6.779 14.048 -15.228
C 7.178 15.286 -16.088
O 5.406 14.179 -14.940
H 6.847 11.866 -15.265
H 8.000 12.635 -16.286
H 6.290 12.547 -16.767
H 7.335 13.898 -14.302
H 6.573 15.268 -16.994
H 8.249 15.221 -16.283
H 6.875 16.239 -15.653
H 4.915 14.344 -15.749
C -3.222 13.143 -12.647
C -2.136 13.879 -11.848
C -2.324 15.396 -11.905
O -2.166 13.458 -10.498
H -3.273 12.104 -12.320
H -2.952 13.168 -13.703
H -4.177 13.639 -12.473
H -1.186 13.576 -12.287
H -2.324 15.764 -12.931
H -1.610 15.909 -11.261
H -3.309 15.718 -11.568
H -2.591 14.235 -10.126
C 2.292 18.153 -7.104
C 3.678 18.647 -7.612
C 3.767 18.690 -9.124
O 3.980 19.832 -6.994
H 1.474 18.872 -7.102
H 2.367 17.875 -6.053
H 2.013 17.289 -7.707
H 4.341 17.819 -7.362
H 3.590 17.764 -9.670
H 4.722 19.142 -9.393
H 3.084 19.483 -9.426
H 3.283 20.477 -7.137
*
```

Properties
LUMO   0.2 eV
Structure (SMILES)   CC(C)O.CC(C)O.CC(C)O.O.O
Orbital gap   10.49 eV

***

Short version: #b is the least stable of them.

***

#a
DFT (ωB97M-V/def2-TZVPD) results for C5H8 in the gas phase.

Geometry as ORCA input:
```
! RIJCOSX wB97M-V def2-TZVPD def2/J DEFGRID3
* xyz 0 1
C -0.330 1.569 -0.365
C -0.300 0.236 0.458
C -0.807 -1.148 -0.121
C 1.083 -0.175 0.663
C 2.131 -0.707 0.406
H 0.643 2.075 -0.302
H -0.535 1.398 -1.424
H -1.069 2.290 0.010
H -0.888 0.397 1.367
H -1.057 -1.806 0.724
H -0.038 -1.700 -0.681
H -1.675 -1.031 -0.760
H 2.843 -1.398 0.026
*
```

Properties
LUMO   1.1 eV
Structure (SMILES)   C#CC(C)C
Orbital gap   10.75 eV

***

#b
DFT (ωB97M-V/def2-TZVPD) results for a molecular structure, C5H8.

Geometry as ORCA input:
```
! RIJCOSX wB97M-V def2-TZVPD def2/J DEFGRID3
* xyz 0 1
C 0.503 -0.918 0.392
C 0.880 0.292 -1.106
C -0.452 1.133 -1.214
C -1.136 0.911 -0.075
C -0.623 -0.119 1.001
H 1.461 -0.906 0.904
H 0.251 -1.928 0.055
H 1.577 0.862 -0.505
H 1.336 -0.199 -1.966
H -0.059 -0.287 -0.886
H -2.026 1.475 0.201
H -0.268 0.447 1.871
H -1.444 -0.763 1.329
*
```

Properties
LUMO   0.8 eV
Orbital gap   8.58 eV

***

#c
DFT (ωB97M-V/def2-TZVPD) results for C5H8 in the gas phase.

Geometry as ORCA input:
```
! RIJCOSX wB97M-V def2-TZVPD def2/J DEFGRID3
* xyz 0 1
C -0.421 -0.144 1.041
C 0.258 -1.226 0.156
C 0.438 -0.540 -1.169
C 0.230 0.770 -1.100
C -0.370 1.174 0.222
H 0.070 -0.022 2.013
H -1.453 -0.433 1.265
H 1.271 -1.434 0.529
H -0.292 -2.172 0.140
H 0.828 -1.018 -2.069
H 0.579 1.499 -1.821
H 0.236 1.952 0.699
H -1.375 1.597 0.094
*
```

Properties
LUMO   1.2 eV
Structure (SMILES)   C1=CCCC1
Orbital gap   10.23 eV

***

#d
DFT (ωB97M-V/def2-TZVPD) results for C5H8 in the gas phase.

Geometry as ORCA input:
```
! RIJCOSX wB97M-V def2-TZVPD def2/J DEFGRID3
* xyz 0 1
C 0.798 1.777 0.043
C 0.157 0.489 0.552
C -0.425 -0.354 -0.599
C -0.502 -1.782 -0.282
C -0.512 -2.957 -0.015
H 1.648 1.549 -0.611
H 0.088 2.381 -0.534
H 1.169 2.391 0.869
H 0.905 -0.105 1.090
H -0.636 0.714 1.274
H -1.420 0.018 -0.873
H 0.203 -0.234 -1.492
H -0.510 -3.998 0.218
*
```

Properties
LUMO   1.1 eV
Structure (SMILES)   C#CCCC
Orbital gap   11.06 eV

***

Short version: #b is the least stable of them.

***

#a
DFT (ωB97M-V/def2-TZVPD) results for C5H8 in the gas phase.

Geometry as ORCA input:
```
! RIJCOSX wB97M-V def2-TZVPD def2/J DEFGRID3
* xyz 0 1
C -1.055 0.333 0.817
C -0.528 -0.592 -0.965
C -1.434 0.719 -0.690
C 0.240 -0.580 0.460
C 1.683 -0.152 0.499
H -0.805 1.182 1.469
H -1.896 -0.264 1.197
H -1.083 -1.446 -1.065
H 0.053 -0.658 -1.933
H -1.333 1.658 -1.125
H 1.735 0.683 -0.105
H 2.325 -0.922 -0.052
H 2.098 0.038 1.493
*
```

Properties
LUMO (spin up / spin down)   0.3 / 0.4 eV
Orbital gap (spin up / spin down)   8.35 / 8.84 eV

***

#b
DFT (ωB97M-V/def2-TZVPD) results for C5H8 in the gas phase.

Geometry as ORCA input:
```
! RIJCOSX wB97M-V def2-TZVPD def2/J DEFGRID3
* xyz 0 1
C -0.049 -1.068 0.794
C -1.024 -0.151 0.024
C 0.249 1.946 -0.952
C 0.220 0.518 -0.643
C 1.122 -0.127 0.435
H 0.050 -2.044 0.308
H -0.258 -1.222 1.856
H -1.759 -0.614 -0.640
H -1.540 0.550 0.689
H -0.698 2.128 -1.513
H 0.388 0.055 -1.638
H 2.055 -0.590 0.099
H 1.349 0.591 1.228
*
```

Properties
LUMO (spin up / spin down)   -0.3 / -0.3 eV
Orbital gap (spin up / spin down)   8.32 / 8.32 eV

***

Short version: #a is the least stable of them.